Here is a molecular structure, C10H26ClFeI2OP2 from the OMol25 dataset. Energies are from ωB97M-V with the def2-TZVPD basis set.

Structure (XYZ):
```
43
Properties=species:S:1:pos:R:3:forces:R:3
I 0.0335 1.5298 -0.1622 0.0 1.0 0.0
I -0.0302 -1.5076 -0.0615 0.0 -1.1 0.2
Fe 0.0010 -0.0813 -2.2809 0.0 0.0 -0.7
P -2.2466 -0.0749 -1.9080 -1.9 0.0 -0.3
C -3.1431 -0.0207 -0.3373 0.1 0.1 0.3
C -2.8177 1.3654 -2.8657 0.3 0.0 -0.2
H -3.8926 1.2374 -3.0413 0.1 0.2 0.1
H -3.9427 -1.4122 -2.9341 0.2 -0.2 0.1
H -2.3029 1.4165 -3.8338 -0.2 -0.1 0.2
H -2.3528 -1.7386 -3.6860 -0.2 0.1 0.2
H -2.8189 0.8012 0.3122 -0.1 -0.1 -0.3
H -2.6074 2.2965 -2.3233 -0.2 -0.3 0.0
C -2.8735 -1.5689 -2.7349 0.3 -0.1 -0.2
H -4.1963 0.1310 -0.6162 0.2 0.0 0.1
H -2.7041 -2.4481 -2.0979 -0.2 0.3 -0.1
H -3.0457 -0.9554 0.2282 -0.1 0.2 -0.3
P 2.2486 -0.0561 -1.9058 1.9 0.1 -0.3
C 3.1459 0.0129 -0.3357 -0.1 -0.1 0.3
C 2.8265 -1.5588 -2.7557 -0.2 0.0 -0.1
H 2.3456 1.4794 -3.7981 0.2 -0.1 0.2
H 3.9364 1.2124 -3.0331 -0.2 0.1 0.1
H 2.7041 2.3026 -2.2696 0.2 -0.3 -0.1
C 2.8688 1.3780 -2.8390 -0.3 0.1 -0.2
H 2.3155 -1.6772 -3.7201 0.2 0.1 0.2
H 3.9034 -1.4385 -2.9319 -0.2 -0.2 0.1
H 4.1980 -0.1657 -0.6020 -0.2 0.0 0.1
H 2.8153 -0.7547 0.3742 0.2 0.1 -0.3
H 2.6096 -2.4457 -2.1452 0.2 0.2 -0.1
H 3.0583 0.9888 0.1566 0.0 -0.2 -0.3
Cl 0.0015 -0.1522 -4.4808 0.0 0.0 1.4
C 0.3187 0.8889 5.2780 0.2 -0.7 -0.3
C -0.3181 -0.5360 5.3291 -0.4 0.3 -0.5
C -0.1934 -1.0332 3.8746 -0.2 -0.4 0.1
O -0.0134 0.0967 3.0211 0.1 0.2 0.1
C 0.1891 1.2839 3.8118 0.0 0.4 -0.6
H -0.2316 1.6126 5.8844 0.4 -0.2 0.2
H 1.3893 0.8254 5.5390 -0.6 0.2 0.2
H -1.3991 -0.4660 5.5892 0.9 -0.2 0.1
H 0.2322 -1.2283 5.9826 -0.5 0.4 0.0
H 0.6358 -1.7633 3.7889 -0.1 0.5 -0.2
H -1.0970 -1.5055 3.4878 -0.1 -0.4 0.4
H -0.6389 2.0114 3.6681 0.2 -0.6 -0.1
H 1.0889 1.7182 3.3744 0.1 0.4 0.4
```
Positions in Å, forces in eV/Å.

The calculation puts the frontier orbital gap (alpha / beta) at 4.70 / 4.64 eV. Its total charge is +2. The value obtained for the HOMO energy (alpha / beta) is -14.59 / -14.58 eV. As for the multiplicity: 6. As for the LUMO energy (alpha / beta): -9.889 / -9.944 eV.

Here is a gas-phase ion, C8H7N2O4S (charge -1) from the OMol25 dataset. Energies are from ωB97M-V with the def2-TZVPD basis set.

Structure (XYZ):
```
22
Properties=species:S:1:pos:R:3:forces:R:3
C 1.1581 -0.7867 1.4824 1.4 -4.0 -3.3
C 0.0634 -0.1498 0.6598 -1.1 -2.0 1.5
S -1.3306 -0.2779 1.9570 1.5 0.1 1.9
O -1.5053 -1.6695 2.4231 0.2 1.4 -1.0
O -0.7281 0.6143 2.9768 -0.4 -0.6 -0.3
O -2.4400 0.3464 1.3126 -1.9 0.2 -0.6
N 0.2711 1.2770 0.4338 0.3 -1.1 1.0
C -0.1208 2.0313 -0.6107 -0.3 0.7 -1.1
O -0.0823 3.2362 -0.6008 -0.2 0.3 -0.2
C -0.4106 1.0827 -1.8403 -0.6 -1.0 1.0
C -1.2762 0.0685 -1.2156 2.3 -0.6 -2.0
C -0.3384 -0.7249 -0.6478 1.0 -0.9 -1.9
C 0.5664 -1.3555 -1.6893 -1.8 4.2 0.7
C 0.8492 -0.5337 -2.7327 -0.8 0.4 2.1
N 0.6216 0.8055 -2.5345 0.7 0.4 -1.2
H 1.3021 -0.1022 2.2192 0.9 1.3 2.6
H 2.1792 -1.0478 0.9451 -2.0 0.9 0.7
H 0.7487 -1.8059 1.8301 0.7 1.8 -0.1
H 0.2094 1.6985 1.3398 0.3 0.9 0.5
H -2.0806 0.3202 -0.6874 -2.9 1.6 2.0
H 0.9467 -2.2597 -1.4640 1.3 -3.0 0.2
H 1.3969 -0.7672 -3.5564 1.5 -1.0 -2.2
```
Positions in Å, forces in eV/Å.

The calculation puts the frontier orbital gap (alpha / beta) at 7.80 / 7.80 eV. Its total charge is -1. The value obtained for the HOMO energy (alpha / beta) is -5.29 / -5.29 eV. As for the multiplicity: 1. As for the LUMO energy (alpha / beta): 2.516 / 2.514 eV. The SMILES is C[C@@]1(S(=O)(=O)[O-])NC(=O)c2cc1ccn2.

Asked for energy relative to the best compared isomer or geometry (same formula, charge and spin) across the records above, the calculation gives 0.000 2.902 eV in order.
Asked for maximum force across the records above, the calculation gives 1.92 5.36 eV Å⁻¹ in order.